{"formula": "C56H47MnOP2SSi", "method": "ωB97M-V with the def2-TZVPD basis set", "e_lumo_ev": [-8.55, -8.23], "s2": 0.873, "relative_energy_kcal_mol": 0.00, "max_force_ha_per_bohr": 0.0280, "charge": 3, "homo_ha": [-0.568, -0.569], "multiplicity": 2, "species": ["Mn", "O", "S", "C", "C", "C", "C", "C", "C", "C", "C", "C", "C", "P", "C", "C", "C", "C", "C", "C", "C", "C", "C", "C", "C", "C", "C", "C", "C", "C", "C", "C", "C", "C", "C", "C", "C", "C", "P", "C", "C", "C", "C", "C", "C", "C", "C", "C", "C", "C", "C", "C", "C", "H", "H", "H", "H", "H", "H", "H", "H", "H", "H", "H", "H", "H", "H", "H", "H", "H", "H", "H", "H", "H", "H", "H", "H", "H", "H", "H", "H", "H", "H", "H", "H", "H", "H", "H", "H", "C", "Si", "C", "C", "C", "C", "C", "C", "C", "H", "H", "H", "H", "H", "H", "H", "H", "H", "H", "H"], "coordinates": [[-0.4319, -0.9761, -0.2749], [2.1701, 0.2618, 0.8865], [1.7286, -0.5967, -0.3187], [2.4181, 0.3224, -1.6590], [3.4209, 1.2226, -1.3435], [4.2126, 1.8416, -2.3216], [4.0170, 1.4814, -3.6292], [4.7271, 1.8905, -4.8844], [3.9584, 1.1837, -6.0281], [2.8898, 0.3832, -5.3412], [1.9034, -0.4260, -5.8384], [0.9739, -0.9639, -4.9296], [1.0396, -0.7699, -3.5541], [-0.4213, -1.1702, -2.5825], [-1.3115, 0.3943, -2.4236], [-0.8463, 1.5954, -2.9708], [-1.5064, 2.7770, -2.6886], [-2.6090, 2.7872, -1.8389], [-3.0739, 1.6059, -1.2845], [-2.4291, 0.4089, -1.5779], [-1.3785, -2.3863, -3.4932], [-0.8509, -3.6677, -3.6576], [-1.5587, -4.6128, -4.3736], [-2.7960, -4.2887, -4.9207], [-3.3238, -3.0177, -4.7552], [-2.6143, -2.0593, -4.0445], [2.1098, -0.0005, -3.0118], [2.9777, 0.5849, -3.9478], [2.6512, -2.0929, -0.2544], [3.9458, -1.9824, -0.7507], [4.8404, -3.0506, -0.8324], [4.3902, -4.2812, -0.4370], [5.0817, -5.6066, -0.4262], [4.0439, -6.5926, 0.1534], [2.8451, -5.7494, 0.4628], [1.6553, -6.0861, 1.0548], [0.7385, -5.0563, 1.2754], [0.9423, -3.7370, 0.8869], [-0.2997, -2.5534, 1.3866], [-0.6865, -2.7308, 3.1269], [0.1694, -2.1773, 4.0750], [-0.0718, -2.3792, 5.4216], [-1.1654, -3.1344, 5.8239], [-2.0215, -3.6863, 4.8806], [-1.7897, -3.4873, 3.5296], [-1.8402, -2.8086, 0.4728], [-2.9211, -1.9798, 0.8417], [-4.1577, -2.1389, 0.2358], [-4.3227, -3.1069, -0.7472], [-3.2604, -3.9154, -1.1339], [-2.0244, -3.7753, -0.5263], [2.1586, -3.3592, 0.2356], [3.0829, -4.4130, 0.0765], [3.6339, 1.4344, -0.3072], [4.9720, 2.5478, -2.0241], [5.7709, 1.5729, -4.8405], [4.7355, 2.9753, -4.9932], [4.6065, 0.5410, -6.6252], [3.5068, 1.9005, -6.7168], [1.7945, -0.6195, -6.8945], [0.1494, -1.5352, -5.3329], [0.0147, 1.6019, -3.6243], [-1.1684, 3.6982, -3.1374], [-3.1139, 3.7179, -1.6294], [-3.9483, 1.6083, -0.6513], [-2.8655, -0.5290, -1.2312], [0.1186, -3.9225, -3.2446], [-1.1481, -5.6003, -4.5175], [-3.3422, -5.0286, -5.4863], [-4.2775, -2.7644, -5.1922], [-3.0225, -1.0643, -3.9336], [4.2889, -1.0251, -1.1153], [5.8358, -2.8917, -1.2165], [5.9867, -5.5542, 0.1804], [5.3993, -5.8792, -1.4340], [4.4053, -7.0920, 1.0522], [3.7838, -7.3770, -0.5581], [1.4347, -7.0916, 1.3769], [-0.1772, -5.2985, 1.8035], [1.0250, -1.5881, 3.7739], [0.5915, -1.9474, 6.1550], [-1.3533, -3.2944, 6.8758], [-2.8698, -4.2743, 5.1952], [-2.4640, -3.9279, 2.8057], [-2.8052, -1.2536, 1.6430], [-4.9933, -1.5240, 0.5387], [-5.2896, -3.2384, -1.2094], [-3.3984, -4.6587, -1.9045], [-1.2004, -4.4138, -0.8191], [-0.4158, 1.0379, 1.8490], [1.4286, 1.3904, 2.0146], [1.7882, 3.0979, 1.3994], [2.2747, 0.9678, 3.5844], [2.2897, 1.9176, 4.6105], [2.9282, 1.6540, 5.8106], [3.5755, 0.4409, 5.9958], [3.5933, -0.5045, 4.9804], [2.9521, -0.2414, 3.7838], [-0.9858, 1.9321, 2.0990], [-0.7755, 0.2250, 2.4767], [-0.7115, 0.8687, 0.7788], [1.3392, 3.8346, 2.0618], [1.3696, 3.2662, 0.4052], [2.8576, 3.3005, 1.3708], [1.7985, 2.8719, 4.4861], [2.9309, 2.3951, 6.5940], [4.0813, 0.2368, 6.9280], [4.1184, -1.4367, 5.1238], [3.0091, -0.9790, 2.9891]], "mulliken_spin": [0.954, -0.004, -0.046, -0.004, -0.004, 0.000, 0.001, 0.000, 0.000, -0.001, 0.000, 0.000, 0.018, -0.074, -0.013, -0.006, 0.001, -0.004, 0.010, 0.034, 0.002, 0.002, 0.001, 0.000, 0.000, 0.000, 0.002, 0.001, 0.012, 0.002, 0.000, -0.001, 0.000, 0.000, 0.000, 0.000, -0.003, -0.062, 0.110, 0.002, -0.003, 0.000, -0.002, 0.000, -0.007, 0.031, 0.021, 0.013, 0.003, -0.003, 0.004, 0.013, 0.000, 0.000, 0.000, 0.000, 0.000, 0.000, 0.000, 0.000, 0.000, 0.001, 0.000, 0.000, 0.000, -0.014, -0.001, 0.000, 0.000, 0.000, 0.000, -0.001, 0.000, 0.000, 0.000, 0.000, 0.000, 0.000, 0.000, -0.004, 0.000, 0.000, 0.000, -0.001, -0.012, 0.000, 0.000, 0.000, 0.005, 0.020, -0.001, -0.001, 0.001, 0.000, 0.000, 0.000, -0.001, 0.002, 0.001, -0.005, 0.009, 0.000, 0.001, 0.000, 0.000, 0.000, 0.000, 0.000, -0.003]}